[1]
Here is a molecular structure, C6H8O2 in a non-equilibrium geometry from OMol25. Energies are from wB97M-V/def2-TZVPD.

Results
LUMO energy: 0.0041 hartree
Electronic energy: -10441.68577 eV
Energy relative to the best compared isomer or geometry (same formula, charge and spin): 486.3 kJ/mol
Spin multiplicity: 1

Geometry (Å):
C  0.03  -0.34  1.01
C  -0.25  1.26  -0.68
C  -1.13  -0.62  0.09
H  -1.10  2.06  -0.79
C  1.02  -0.85  -0.04
H  0.55  1.99  -1.35
H  -0.84  1.55  1.32
H  0.09  -0.69  2.08
C  -0.08  -0.30  -1.01
H  0.99  1.59  1.31
C  0.10  1.20  0.72
H  2.83  -0.58  -0.65
O  -2.51  -0.51  0.00
O  2.31  -0.18  -0.01
H  1.22  -1.95  -0.29
H  -0.27  -0.50  -2.13

---

[2]
Here is a single C3H4 molecule in a non-equilibrium geometry from OMol25. Energies are from wB97M-V/def2-TZVPD.

Results
LUMO energy: 0.0418 hartree
Structure (SMILES): C=C=C
Electronic energy: -3173.83696 eV
Energy relative to the best compared isomer or geometry (same formula, charge and spin): 1.3 kJ/mol
Spin multiplicity: 1

Geometry (Å):
H  1.87  -0.75  -0.57
H  -1.88  0.66  -0.64
C  -1.30  -0.03  -0.02
H  1.83  0.76  0.54
C  0.02  -0.04  -0.03
C  1.33  -0.01  0.00
H  -1.87  -0.59  0.71

---

[3]
Here is a single C15H23N3O3 molecule from OMol25. Energies are from wB97M-V/def2-TZVPD.

Results
LUMO energy: 0.0251 hartree
Structure (SMILES): CCC(=O)c1c[nH]c(C(=O)NCCCN2CCOCC2)c1
Electronic energy: -26541.53127 eV
Energy relative to the best compared isomer or geometry (same formula, charge and spin): 147.4 kJ/mol
Spin multiplicity: 1

Geometry (Å):
H  -5.55  -0.19  0.75
C  -4.46  -1.23  -0.79
O  0.10  -2.96  -0.46
C  1.68  -1.39  -1.43
H  3.66  0.03  -1.09
H  2.66  -3.06  0.39
H  -0.01  -1.81  1.25
C  -2.34  0.87  0.22
C  -3.49  0.30  0.92
C  3.57  -0.58  -0.18
C  -1.05  1.01  0.78
H  -3.01  1.45  -1.84
N  2.19  -1.06  -0.11
H  1.43  1.13  1.62
C  3.95  0.29  1.02
H  -4.24  -2.09  -0.17
H  -0.39  -1.03  -0.95
H  -4.95  0.87  -0.55
H  0.47  -3.53  1.44
H  2.40  -1.96  1.76
H  -5.35  -1.45  -1.38
O  -3.44  0.03  2.10
H  4.28  -1.42  -0.27
H  3.64  2.28  1.81
C  0.59  -2.63  0.82
C  2.06  -2.21  0.76
C  3.33  1.69  0.94
C  -4.71  0.01  0.08
O  1.70  2.33  -1.27
H  -0.60  2.16  -2.14
N  -0.99  1.76  -1.30
H  -3.62  -1.07  -1.47
C  0.23  -1.86  -1.32
C  1.20  1.87  -0.25
H  3.65  2.20  0.03
H  3.64  -0.19  1.94
C  -2.25  1.36  -1.08
N  1.89  1.64  0.89
H  1.72  -0.50  -2.06
H  2.27  -2.19  -1.90
C  -0.23  1.55  -0.18
H  -0.15  -2.18  -2.29
H  -0.80  0.72  1.78
H  5.04  0.40  1.04

---

[4]
Here is 2 unconnected molecules or ions with the total composition C4H10N2O from OMol25. Energies are from wB97M-V/def2-TZVPD.

Results
LUMO energy: 0.0283 hartree
Structure (SMILES): N/C=C(/N)O.C=C
Electronic energy: -9336.15223 eV
Energy relative to the best compared isomer or geometry (same formula, charge and spin): 273.6 kJ/mol
Spin multiplicity: 1

Geometry (Å):
H  0.90  -2.64  -0.93
H  2.62  -1.59  -2.34
C  2.39  -1.23  -1.35
N  -1.25  1.98  2.15
H  -0.43  2.51  0.27
H  -0.75  -0.65  -1.42
N  -0.71  0.32  -1.12
C  -1.00  0.50  0.24
C  1.46  -1.79  -0.60
H  -0.55  2.51  2.67
H  -1.86  -1.22  0.36
C  -0.83  1.68  0.84
O  -1.44  -0.60  0.96
H  1.24  -1.43  0.39
H  -1.24  0.91  -1.75
H  -1.50  1.14  2.64
H  2.96  -0.38  -1.01

---

[5]
Here is 2 unconnected molecules or ions with the total composition C7H15FN2O2 in a non-equilibrium geometry from OMol25. Energies are from wB97M-V/def2-TZVPD.

Results
LUMO energy (spin up / spin down): 0.0254 / 0.0254 hartree
Electronic energy: -17290.83529 eV
Energy relative to the best compared isomer or geometry (same formula, charge and spin): 97.7 kJ/mol
Spin multiplicity: 1

Geometry (Å):
H  2.95  -0.44  -1.22
C  -0.25  -2.58  0.13
H  -0.66  -2.57  1.15
F  1.55  -1.29  1.16
H  -0.02  -0.48  2.21
O  -0.86  -0.14  1.89
O  0.12  -3.93  -0.09
H  -0.74  1.61  2.99
C  -0.84  1.26  1.96
H  -2.30  -1.98  -0.49
H  0.74  -3.95  -0.83
C  -1.28  -2.07  -0.90
N  1.16  0.63  -0.87
H  3.11  1.33  -1.08
H  -1.80  1.61  1.56
H  2.82  0.35  0.36
C  0.90  -1.61  -0.03
H  0.77  0.95  -2.94
H  -0.23  1.87  -1.79
C  0.76  1.47  -1.98
H  -1.13  -0.15  -2.11
C  2.59  0.45  -0.70
H  -0.03  1.68  1.35
H  -1.32  -2.77  -1.74
C  -0.73  -0.75  -1.32
H  1.46  2.31  -2.04
N  0.42  -0.52  -0.73

---

[6]
Here is 7 unconnected molecules or ions with the total composition C10H26N6O14 in a non-equilibrium geometry from OMol25. Energies are from wB97M-V/def2-TZVPD.

Results
LUMO energy (spin up / spin down): -0.1469 / -0.3745 hartree
Electronic energy: -48368.88165 eV
Net charge: +1
Spin multiplicity: 2
⟨S²⟩: 0.759

Geometry (Å):
O  -0.75  0.81  -1.29
H  -1.27  0.56  4.57
N  -5.07  -0.54  1.46
N  -2.85  -1.10  -4.24
H  0.50  -0.96  0.78
C  3.23  0.60  2.13
O  -0.19  4.36  -0.76
O  1.24  0.17  -1.30
C  3.59  3.00  2.42
H  2.59  -0.14  2.61
H  2.76  0.68  1.15
N  0.11  0.00  -1.00
H  0.58  0.58  4.51
N  -0.15  -4.24  -2.42
O  3.54  3.31  1.23
N  0.03  3.81  -1.87
H  -2.81  0.82  -4.79
H  -0.18  -6.03  -3.70
C  -0.24  -1.07  -0.01
O  -6.21  -0.59  1.94
H  4.14  4.96  3.11
O  -1.23  -1.65  3.08
H  4.58  -0.81  1.21
C  -4.70  -1.54  0.43
H  -4.38  0.39  -4.04
H  4.99  3.66  3.86
C  1.33  3.12  -2.15
H  -4.14  -1.07  -0.38
C  3.99  3.97  3.55
O  0.81  -1.57  3.78
C  -3.30  0.24  -4.01
O  -2.52  -1.48  -5.37
O  -1.18  -4.43  -1.73
H  -1.29  -1.02  0.28
H  -5.52  -2.19  0.12
H  -1.18  -4.66  -4.29
H  3.25  3.97  4.35
O  -2.79  -1.88  -3.30
O  0.76  -3.47  -2.26
H  5.38  0.64  1.93
C  4.61  -0.13  2.06
H  1.91  3.81  -2.77
C  -0.27  -4.95  -3.76
H  4.93  -0.57  3.00
O  3.23  1.74  2.91
H  -0.37  0.88  3.06
O  -4.27  0.31  1.79
O  -0.83  3.82  -2.75
C  -0.36  0.36  4.01
H  -4.05  -2.16  1.04
H  1.78  2.75  -1.23
H  1.09  2.23  -2.73
H  -0.18  -2.04  -0.50
H  -2.97  0.46  -3.00
N  -0.27  -1.06  3.63
H  0.59  -4.67  -4.37

---

[7]
Here is a molecular structure, C24H28N4O3Pd in a non-equilibrium geometry from OMol25. Energies are from wB97M-V/def2-TZVPD.

Results
LUMO energy: -0.2417 hartree
Electronic energy: -40909.77542 eV
Net charge: +2
Energy relative to the best compared isomer or geometry (same formula, charge and spin): 57.9 kJ/mol
Spin multiplicity: 1

Geometry (Å):
Pd  0.09  -0.39  0.17
C  -0.94  -3.51  2.66
C  0.11  -3.86  3.55
H  0.90  -0.09  -2.14
C  -1.12  -2.23  2.21
H  6.23  -0.17  1.81
N  4.22  0.28  1.48
H  4.35  6.08  -0.81
H  -3.05  2.59  -1.50
C  -2.45  1.68  -1.53
H  5.98  -1.46  3.84
H  -3.09  0.85  0.37
H  1.18  -5.46  4.52
C  0.81  -1.53  3.52
H  4.77  4.00  0.42
C  2.12  1.83  0.20
O  -0.36  0.00  2.14
H  0.89  4.74  -1.16
H  3.18  0.51  4.60
N  -1.72  -1.35  0.08
C  -3.13  0.59  -0.69
H  -3.56  -1.51  -0.88
C  3.43  2.34  0.50
H  0.11  -5.99  3.22
C  0.22  -5.28  4.04
H  1.08  0.54  3.91
C  4.41  1.51  1.10
H  2.94  6.65  0.08
C  1.61  4.08  -0.69
H  3.46  -2.16  3.41
H  4.04  -1.90  5.05
H  -2.21  -0.99  -1.89
H  -3.16  -1.98  1.48
C  -2.13  -1.85  1.17
H  5.40  1.92  1.27
H  5.18  -1.55  1.54
H  -1.61  -4.30  2.32
C  3.27  5.98  -0.71
C  2.89  4.56  -0.41
H  3.29  -0.09  1.27
C  -0.09  2.37  -0.75
C  5.16  -0.80  3.57
C  1.23  2.76  -0.41
O  1.84  0.62  0.47
C  1.58  -0.42  3.92
H  1.75  -3.13  4.66
H  -2.34  1.37  -2.57
C  -2.68  -0.87  -0.92
C  3.86  -1.41  4.10
C  -0.25  -1.19  2.63
N  -1.14  2.07  -1.07
H  -0.56  -5.50  4.77
C  3.77  3.66  0.18
H  2.82  6.32  -1.64
C  0.97  -2.88  3.95
H  -4.18  0.65  -0.99
N  2.84  -0.37  4.26
H  5.36  0.14  4.09
O  0.44  -0.80  -1.69
C  5.25  -0.59  2.06

---

[8]
Here is a molecular structure, C22H22Cl4N3OPmS3Si in a non-equilibrium geometry from OMol25. Energies are from wB97M-V/def2-TZVPD.

Results
LUMO energy (spin up / spin down): -0.0093 / -0.0092 hartree
Electronic energy: -136722.37646 eV
Energy relative to the best compared isomer or geometry (same formula, charge and spin): 0.0 kJ/mol
Spin multiplicity: 5
⟨S²⟩: 6.007

Geometry (Å):
H  1.91  -3.53  1.76
C  2.87  -0.07  -5.07
H  2.43  2.26  3.75
S  0.34  -2.10  -1.93
C  2.47  1.85  2.75
Cl  -1.83  3.93  -4.14
H  -0.05  2.31  3.58
C  3.64  1.23  0.76
N  1.28  0.95  0.90
C  2.43  0.86  0.23
Cl  -0.22  -4.79  0.36
H  -6.16  1.79  1.08
H  -1.31  -2.46  -3.60
Cl  -2.32  3.58  -0.85
H  0.72  0.17  4.48
H  -2.22  -0.94  2.53
H  4.55  1.13  0.18
H  -0.36  -0.25  -4.08
C  -0.74  -3.10  -2.93
H  2.36  0.49  -0.79
C  -0.13  -1.09  2.97
C  1.50  0.17  -5.06
C  -1.36  -2.66  1.58
C  -0.12  0.18  3.77
H  1.96  -1.50  3.17
H  4.52  -1.07  -4.13
C  1.03  -1.82  2.73
S  -3.67  0.57  0.64
H  -5.56  3.44  1.35
C  -0.03  1.46  2.88
C  -5.95  2.55  1.84
Pm  -1.11  0.91  -0.21
H  3.49  0.42  -5.81
C  0.70  -0.45  -4.12
H  -1.03  0.27  4.35
C  3.66  1.74  2.05
C  1.29  -1.30  -3.19
H  3.10  -2.16  -2.42
H  -6.87  2.81  2.35
C  -1.32  -1.53  2.39
C  -3.39  1.53  2.11
C  2.66  -1.52  -3.17
H  -1.40  -3.62  -2.24
C  -0.19  -3.36  1.38
S  -4.82  1.93  3.09
H  1.06  0.84  -5.78
C  1.28  1.44  2.14
H  -2.29  -2.97  1.12
O  -0.60  -1.05  -1.36
Cl  0.23  2.25  -2.14
C  1.01  -2.96  1.94
N  -2.28  1.88  2.63
C  3.46  -0.90  -4.13
N  -1.11  1.56  1.94
H  4.59  2.07  2.51
Si  -1.99  2.45  -2.65
H  -0.14  -3.82  -3.48